(1)
Molecular formula: C4H3Cl3NO4
Method: DFT, the ωB97M-V functional and the def2-TZVPD basis

```
15
Properties=species:S:1:pos:R:3:mulliken_spin:R:1
O -0.48 0.08 -0.78 -0.489
C 1.69 0.87 -1.57 0.128
O -0.45 -1.17 2.60 -0.251
C 0.61 0.82 -0.19 0.037
N -2.47 -1.02 0.07 0.319
Cl 1.72 -0.75 -2.21 -0.012
C -1.06 -0.81 0.22 1.696
C -0.25 -0.81 1.29 0.711
Cl 3.29 1.41 -1.02 -0.008
H 0.34 -1.21 3.01 0.014
O 0.46 2.01 0.21 0.003
Cl 1.14 2.01 -2.80 -0.022
H -2.84 -0.78 0.96 -0.154
O 0.92 -0.16 0.95 0.151
H -2.62 -0.50 -0.76 -0.123
```

Its gap between HOMO and LUMO (spin up / spin down) is 0.122 / 0.285 Eh. Its charge is -1. Its expectation value of S² is 2.005. The calculation puts the molar mass at 235.43 g mol⁻¹. Its spin multiplicity is 3. The LUMO energy (spin up / spin down) is 0.120 / 0.100 Eh.



(2)
Molecular formula: C4H3ClFNO
Method: DFT, the ωB97M-V functional and the def2-TZVPD basis

```
11
Properties=species:S:1:pos:R:3:lowdin_charge:R:1
Cl 2.67 -0.92 -0.35 0.770
H -1.95 0.41 -0.62 0.101
C 0.33 1.51 0.23 -0.136
N 0.45 2.56 0.67 0.210
H -1.51 -0.39 0.90 0.100
C -1.28 -0.30 -0.15 0.018
C 1.14 -0.74 0.45 -0.762
F 0.49 0.20 -1.66 0.018
O 0.89 -1.24 1.49 0.101
H -1.39 -1.27 -0.63 0.102
C 0.17 0.17 -0.32 -0.522
```

Its gap between HOMO and LUMO is 0.422 Eh. The calculation puts the molar mass at 135.53 g mol⁻¹. The energy relative to the best compared isomer or geometry (same formula, charge and spin) comes out at 0.0 kJ/mol. Its SMILES is C[C@@](F)(C#N)C(=O)Cl. The LUMO energy is -0.002 Eh.



(3)
Molecular formula: C4H3ClN2O2
Method: DFT, the ωB97M-V functional and the def2-TZVPD basis

```
12
Properties=species:S:1:pos:R:3:lowdin_charge:R:1
N -0.03 -1.46 -1.86 -0.443
H 0.04 1.77 2.39 0.158
C 0.10 1.34 0.33 -0.170
H 0.65 2.28 0.22 0.118
C -0.18 -0.86 -0.58 0.024
N 0.13 0.41 -0.65 0.000
O -0.46 -2.55 -2.08 0.092
O 0.66 -0.86 -2.67 0.019
C -0.69 -0.18 2.03 -0.503
C -0.13 0.96 1.60 -0.242
Cl -0.54 -1.52 2.95 0.744
H 0.47 0.67 -1.69 0.203
```

Its gap between HOMO and LUMO (spin up / spin down) is 0.243 / 0.254 Eh. The calculation puts the molar mass at 146.53 g mol⁻¹. The energy relative to the best compared isomer or geometry (same formula, charge and spin) comes out at 710.0 kJ/mol. The LUMO energy (spin up / spin down) is -0.053 / -0.038 Eh.



(4)
Molecular formula: C4H3ClN2S
Method: DFT, the ωB97M-V functional and the def2-TZVPD basis

```
11
Properties=species:S:1:pos:R:3:lowdin_charge:R:1
N 0.69 1.28 0.01 0.080
H -1.43 2.03 0.07 0.172
C 1.40 0.07 -0.02 -0.852
C -1.23 -0.01 0.12 -0.554
N 0.80 -1.18 0.20 0.028
Cl -3.07 -0.04 -0.12 0.548
S 3.05 -0.07 -0.10 0.615
C -0.48 -1.31 0.04 -0.064
H 1.17 2.11 -0.13 0.107
H -0.95 -2.22 -0.06 0.089
C -0.67 1.12 0.24 -0.169
```

Its gap between HOMO and LUMO is 0.284 Eh. The calculation puts the molar mass at 146.60 g mol⁻¹. The energy relative to the best compared isomer or geometry (same formula, charge and spin) comes out at 161.4 kJ/mol. Its SMILES is S=c1ncc(Cl)c[nH]1. The LUMO energy is -0.025 Eh.



(5)
Molecular formula: C4H3ClOS2
Method: DFT, the ωB97M-V functional and the def2-TZVPD basis

```
11
Properties=species:S:1:pos:R:3:lowdin_charge:R:1
Cl -2.36 1.57 -2.01 0.164
C 1.31 -0.41 1.05 -0.192
C 1.44 0.98 0.95 -0.401
C -0.67 0.08 -0.03 -0.577
O -1.70 -1.25 -2.25 -0.538
C 0.08 -0.88 0.53 -0.241
S 0.14 1.70 0.01 0.884
S -2.35 -0.41 -1.31 0.611
H -0.28 -1.90 0.29 0.115
H 2.07 -1.04 1.54 0.111
H 2.32 1.55 1.23 0.065
```

Its gap between HOMO and LUMO is 0.333 Eh. The calculation puts the molar mass at 166.65 g mol⁻¹. The energy relative to the best compared isomer or geometry (same formula, charge and spin) comes out at 182.4 kJ/mol. The LUMO energy is -0.008 Eh.



(6)
Molecular formula: C4H3CoLiO
Method: DFT, the ωB97M-V functional and the def2-TZVPD basis

```
10
Properties=species:S:1:pos:R:3:mulliken_spin:R:1
C 2.33 -0.37 0.54 0.028
C 1.03 -1.17 0.47 0.511
H 2.98 -0.64 -0.33 0.025
H 2.91 -0.69 1.44 0.000
C -1.06 -0.41 -1.69 0.242
C -0.04 -1.04 -1.30 0.205
H 1.23 -2.25 0.61 0.007
Co 0.24 0.90 0.52 3.689
O 2.10 1.02 0.54 0.159
Li -1.07 -1.38 0.53 0.134
```

Its gap between HOMO and LUMO (spin up / spin down) is 0.223 / 0.232 Eh. Its expectation value of S² is 8.772. The calculation puts the molar mass at 132.94 g mol⁻¹. Its spin multiplicity is 6. The LUMO energy (spin up / spin down) is -0.024 / -0.117 Eh.



(7)
Molecular formula: C4H3CoO
Method: DFT, the ωB97M-V functional and the def2-TZVPD basis

```
9
Properties=species:S:1:pos:R:3:mulliken_spin:R:1
C 1.60 1.12 2.05 0.819
Co 0.44 1.12 -1.05 3.162
H -2.12 -0.43 -0.17 0.057
C 1.91 -0.10 1.62 0.115
C -1.89 -0.49 -1.25 0.036
H -2.50 -1.15 -1.89 0.067
C 1.39 0.87 0.72 0.245
O -1.02 0.21 -1.74 0.487
H 2.18 -1.15 1.71 0.013
```

Its gap between HOMO and LUMO (spin up / spin down) is 0.329 / 0.244 Eh. Its charge is +3. Its expectation value of S² is 8.764. The calculation puts the molar mass at 126.00 g mol⁻¹. Its spin multiplicity is 6. The LUMO energy (spin up / spin down) is -0.601 / -0.765 Eh.



(8)
Molecular formula: C4H3CrO6
Method: DFT, the ωB97M-V functional and the def2-TZVPD basis

```
14
Properties=species:S:1:pos:R:3:mulliken_spin:R:1
O 1.31 0.67 -1.46 0.013
H 0.01 -2.34 -0.47 0.005
Cr -0.11 1.20 -0.40 4.019
C -1.89 -1.49 -0.69 0.018
O -3.53 0.33 0.68 0.006
O 2.29 0.14 -3.39 0.513
C -2.42 0.68 0.37 0.010
O 0.88 -1.21 -2.60 0.536
O -1.79 1.78 0.45 -0.003
H -2.94 -1.57 -0.97 0.000
O -1.52 -0.25 -0.24 -0.010
H -1.21 -3.23 -1.63 -0.002
C 1.50 -0.11 -2.44 -0.096
C -0.91 -2.35 -1.05 -0.009
```

Its gap between HOMO and LUMO (spin up / spin down) is 0.308 / 0.276 Eh. Its expectation value of S² is 8.768. The calculation puts the molar mass at 199.06 g mol⁻¹. Its spin multiplicity is 6. The energy relative to the best compared isomer or geometry (same formula, charge and spin) comes out at 0.0 kJ/mol. The LUMO energy (spin up / spin down) is -0.056 / -0.089 Eh.



(9)
Molecular formula: C4H3CsO2
Method: DFT, the ωB97M-V functional and the def2-TZVPD basis

```
10
Properties=species:S:1:pos:R:3:mulliken_spin:R:1
C -0.45 0.14 -1.32 0.021
O -0.84 0.95 -3.66 0.041
H -0.51 -1.16 1.23 0.054
C -0.08 -0.33 -0.10 0.365
C 0.62 0.23 0.94 0.129
Cs 1.36 -2.07 6.27 0.001
H 1.70 0.42 0.82 0.021
C -0.71 0.54 -2.45 0.173
H -1.35 1.77 -3.74 0.001
O 0.25 -0.47 2.02 0.193
```

Its gap between HOMO and LUMO (spin up / spin down) is 0.238 / 0.238 Eh. Its charge is +1. Its expectation value of S² is 0.772. The calculation puts the molar mass at 215.97 g mol⁻¹. Its spin multiplicity is 2. The energy relative to the best compared isomer or geometry (same formula, charge and spin) comes out at 320.6 kJ/mol. The LUMO energy (spin up / spin down) is -0.142 / -0.144 Eh.



(10)
Molecular formula: C4H3CuO
Method: DFT, the ωB97M-V functional and the def2-TZVPD basis

```
9
Properties=species:S:1:pos:R:3:mulliken_spin:R:1
H 0.02 -4.21 0.49 0.000
C -0.90 -2.55 -0.77 -0.004
O 1.43 -0.12 0.44 0.312
H 2.34 1.79 -2.36 -0.014
C -0.54 -3.40 0.03 0.010
C 1.91 0.64 -0.44 0.209
Cu 0.42 -1.38 0.89 0.091
H -1.46 -1.81 -1.33 0.000
C 2.20 1.13 -1.52 0.395
```

Its gap between HOMO and LUMO (spin up / spin down) is 0.385 / 0.254 Eh. Its charge is +1. Its expectation value of S² is 0.763. The calculation puts the molar mass at 130.61 g mol⁻¹. Its spin multiplicity is 2. The energy relative to the best compared isomer or geometry (same formula, charge and spin) comes out at 159.2 kJ/mol. The LUMO energy (spin up / spin down) is -0.160 / -0.278 Eh.



(11)
Molecular formula: C4H3CuO4
Method: DFT, the ωB97M-V functional and the def2-TZVPD basis

```
12
Properties=species:S:1:pos:R:3:lowdin_charge:R:1
O -0.19 -0.63 -0.90 -0.050
C 0.42 0.76 0.92 -0.048
H 1.43 -1.01 0.31 0.112
O -1.76 1.58 1.43 0.091
O 0.06 2.89 1.28 0.020
H 1.33 1.57 1.24 0.201
C -0.54 1.83 0.95 -0.504
O -0.54 -1.91 -2.63 -0.118
C 0.63 -0.28 0.10 -0.165
H -1.72 0.87 2.09 0.126
C 0.19 -1.76 -1.65 -0.343
Cu 0.68 -3.90 -3.13 0.677
```

Its gap between HOMO and LUMO (spin up / spin down) is 0.203 / 0.203 Eh. The calculation puts the molar mass at 178.61 g mol⁻¹. The LUMO energy (spin up / spin down) is -0.095 / -0.095 Eh.



(12)
Molecular formula: C4H3DyLiO6
Method: DFT, the ωB97M-V functional and the def2-TZVPD basis

```
15
Properties=species:S:1:pos:R:3:mulliken_spin:R:1
Li 1.38 -4.28 2.08 0.000
O 1.53 -2.34 1.65 -0.002
H 0.69 0.38 2.02 -0.076
O -1.10 1.63 -2.52 0.017
O -0.43 -1.33 1.13 -0.003
C -0.68 0.83 0.21 -0.836
O 0.06 3.41 -1.99 0.018
C 0.23 -0.09 0.90 0.029
H 1.20 -0.28 0.41 -0.034
O 0.17 1.65 -0.66 0.017
H -1.44 0.32 -0.40 -0.029
C -0.30 2.21 -1.71 -0.384
O -0.37 -3.48 1.63 0.000
Dy -1.22 3.78 -4.21 6.284
C 0.29 -2.42 1.47 -0.001
```

Its gap between HOMO and LUMO (spin up / spin down) is 0.258 / 0.188 Eh. Its charge is +1. Its expectation value of S² is 9.774. The calculation puts the molar mass at 316.50 g mol⁻¹. Its spin multiplicity is 6. The LUMO energy (spin up / spin down) is -0.171 / -0.225 Eh.



(13)
Molecular formula: C4H3EuLi2O2
Method: DFT, the ωB97M-V functional and the def2-TZVPD basis

```
12
Properties=species:S:1:pos:R:3:mulliken_spin:R:1
H -0.71 0.97 -1.44 -0.033
H -1.38 1.78 -0.07 -0.028
Li 0.25 1.10 2.10 -0.004
Eu 1.27 -1.40 -0.95 7.184
Li 3.22 0.65 -2.81 0.397
H -1.10 -2.14 1.70 -0.002
C 0.53 0.88 -0.39 -0.301
C -0.90 0.79 -0.17 -0.041
C -0.94 -1.44 0.87 0.001
O 1.48 1.01 0.45 -0.099
O -0.59 -2.08 -0.31 -0.037
C -1.12 -0.11 1.03 -0.037
```

Its gap between HOMO and LUMO (spin up / spin down) is 0.171 / 0.201 Eh. Its charge is +1. Its expectation value of S² is 16.120. The calculation puts the molar mass at 248.91 g mol⁻¹. Its spin multiplicity is 8. The energy relative to the best compared isomer or geometry (same formula, charge and spin) comes out at 485.3 kJ/mol. The LUMO energy (spin up / spin down) is -0.185 / -0.182 Eh.



(14)
Molecular formula: C4H3F3N2OS
Method: DFT, the ωB97M-V functional and the def2-TZVPD basis

```
14
Properties=species:S:1:pos:R:3:lowdin_charge:R:1
N 0.40 -1.32 -0.80 -0.021
O -0.08 0.78 1.84 -0.072
F -2.15 -0.46 -0.97 0.136
F -1.88 -1.10 1.00 0.177
H 2.30 1.32 -0.50 0.033
F -2.82 0.78 0.59 0.157
H -0.49 1.74 0.15 0.163
C 1.85 0.43 -0.69 -0.183
C -1.81 -0.02 0.25 -0.636
N 1.36 -1.87 -1.39 -0.347
C -0.44 0.66 0.24 -0.064
H 0.42 0.06 2.25 0.072
C 0.60 -0.06 -0.41 -0.394
S 2.73 -0.93 -1.57 0.980
```

Its gap between HOMO and LUMO is 0.362 Eh. The calculation puts the molar mass at 184.14 g mol⁻¹. The energy relative to the best compared isomer or geometry (same formula, charge and spin) comes out at 68.0 kJ/mol. Its SMILES is O[C@@H](c1csnn1)C(F)(F)F. The LUMO energy is -0.018 Eh.



(15)
Molecular formula: C4H3F4N
Method: DFT, the ωB97M-V functional and the def2-TZVPD basis

```
12
Properties=species:S:1:pos:R:3:lowdin_charge:R:1
F 2.28 -0.19 -0.53 0.120
F -0.31 -2.17 0.23 0.090
F 0.06 -1.12 -1.64 0.125
C 1.11 -0.16 0.16 -0.388
F 1.35 -0.39 1.46 0.113
H 1.16 2.21 0.53 0.139
C -0.11 -0.92 -0.33 -0.447
C 0.43 1.40 0.30 -0.035
H -2.05 -0.13 0.82 0.171
H -1.85 0.08 -1.07 0.149
N -0.76 1.36 0.14 0.039
C -1.30 0.03 -0.07 -0.077
```

Its gap between HOMO and LUMO is 0.402 Eh. The calculation puts the molar mass at 141.07 g mol⁻¹. The energy relative to the best compared isomer or geometry (same formula, charge and spin) comes out at 74.7 kJ/mol. Its SMILES is FC1(F)C=NCC1(F)F. The LUMO energy is 0.035 Eh.



(16)
Molecular formula: C4H3FN2O
Method: DFT, the ωB97M-V functional and the def2-TZVPD basis

```
11
Properties=species:S:1:pos:R:3:lowdin_charge:R:1
F 0.02 -0.79 1.97 0.115
C 0.36 -1.46 -1.36 -0.193
C -0.46 1.54 0.11 -0.043
O -0.42 1.97 1.37 0.043
H 0.62 -2.06 -2.20 0.102
N 0.15 -0.16 -1.53 0.096
C 0.09 -0.90 0.65 -0.336
N 0.41 -1.89 -0.07 0.143
H -0.56 2.32 -0.69 0.155
C -0.15 0.22 -0.24 -0.261
H -0.05 1.19 1.99 0.180
```

Its gap between HOMO and LUMO is 0.319 Eh. The calculation puts the molar mass at 114.08 g mol⁻¹. The energy relative to the best compared isomer or geometry (same formula, charge and spin) comes out at 201.3 kJ/mol. Its SMILES is O/C=C1/N=CN=C1F. The LUMO energy is -0.023 Eh.



(17)
Molecular formula: C4H3FN2O4
Method: DFT, the ωB97M-V functional and the def2-TZVPD basis

```
14
Properties=species:S:1:pos:R:3:lowdin_charge:R:1
H 0.94 -1.64 1.07 0.097
N 0.71 1.57 0.86 0.250
C -0.25 0.54 0.64 -0.495
O -1.22 -0.73 -1.05 0.123
H 1.16 -2.24 -0.45 0.099
O -1.44 1.09 0.22 0.171
O -3.20 0.35 -0.98 0.196
C 1.76 1.65 0.26 -0.278
O 2.78 1.71 -0.28 0.216
C -2.07 0.22 -0.65 -0.531
H 0.71 -0.16 -1.22 0.163
N 0.52 -1.75 0.16 0.125
C 0.08 -0.53 -0.41 -0.252
F -0.46 -0.07 1.84 0.116
```

Its gap between HOMO and LUMO is 0.417 Eh. The calculation puts the molar mass at 162.08 g mol⁻¹. Its SMILES is N[C@H]1OC(=O)O[C@]1(F)N=C=O. The LUMO energy is 0.010 Eh.



(18)
Molecular formula: C4H3FN3O2
Method: DFT, the ωB97M-V functional and the def2-TZVPD basis

```
13
Properties=species:S:1:pos:R:3:lowdin_charge:R:1
C 1.06 2.33 -0.37 -0.188
C -1.16 2.13 0.63 -0.196
C 0.18 1.53 0.51 -0.308
H 0.41 -0.30 -0.82 0.137
N 1.27 -0.62 0.79 -0.449
C 0.15 0.04 0.24 -0.179
H -1.15 -0.88 0.52 0.041
N 1.81 2.90 -1.04 0.131
F -1.70 -1.14 1.35 -0.238
N -2.12 2.69 0.95 0.138
O 1.48 -1.81 0.54 -0.015
O 1.86 -0.03 1.74 -0.055
H 0.64 1.55 1.59 0.181
```

Its gap between HOMO and LUMO is 0.336 Eh. Its charge is -1. The calculation puts the molar mass at 144.09 g mol⁻¹. The energy relative to the best compared isomer or geometry (same formula, charge and spin) comes out at 347.2 kJ/mol. The LUMO energy is 0.141 Eh.



(19)
Molecular formula: C4H3FNO4S
Method: DFT, the ωB97M-V functional and the def2-TZVPD basis

```
14
Properties=species:S:1:pos:R:3:lowdin_charge:R:1
H 0.19 1.90 -0.87 0.052
C -1.41 -0.42 -0.69 -0.472
O -0.83 -0.27 2.36 -0.308
O 0.99 -0.78 0.74 -0.213
H -0.15 1.58 0.94 0.082
H 1.54 1.76 0.18 0.088
S -0.35 -1.27 1.42 0.616
O -1.89 0.28 -1.51 0.137
C 0.72 -0.02 -0.40 -0.516
O -0.21 -2.59 1.98 -0.300
C 0.48 1.44 0.03 -0.039
N -1.53 -1.32 0.15 0.032
F 1.19 0.32 -2.75 -0.210
C 1.27 -0.60 -1.57 0.051
```

Its gap between HOMO and LUMO is 0.314 Eh. Its charge is -1. The calculation puts the molar mass at 180.14 g mol⁻¹. The LUMO energy is 0.132 Eh.



(20)
Molecular formula: C4H3FO
Method: DFT, the ωB97M-V functional and the def2-TZVPD basis

```
9
Properties=species:S:1:pos:R:3:lowdin_charge:R:1
C 0.82 -0.84 0.06 -0.180
O -0.48 -1.32 0.08 0.047
H 2.06 0.70 -0.06 0.127
C 0.98 0.45 -0.17 -0.040
F -2.57 -0.21 -0.06 0.130
C -0.40 0.90 0.19 -0.029
H 1.52 -1.57 -0.12 0.099
C -1.25 -0.08 -0.07 -0.282
H -0.69 1.98 0.15 0.127
```

Its gap between HOMO and LUMO is 0.375 Eh. The calculation puts the molar mass at 86.07 g mol⁻¹. The energy relative to the best compared isomer or geometry (same formula, charge and spin) comes out at 140.0 kJ/mol. Its SMILES is Fc1ccco1. The LUMO energy is 0.036 Eh.



Asked for max |F| across the records above, the calculation gives 0.1741 0.0145 0.0721 0.1422 0.0872 0.1004 0.0362 0.0526 0.0719 0.1420 0.1049 0.0966 0.0887 0.1163 0.1309 0.0650 0.0180 0.0856 0.0638 0.1110 hartree/bohr in order.